10
Properties=species:S:1:pos:R:3 method="wB97M-V/def2-TZVPD" spin_multiplicity=1 de_lowest_kcal_mol=102.36 lumo_energy_ev=-0.03 total_charge=0
C 0.855 1.152 0.231
N -0.079 -0.017 -0.940
C -0.167 -1.329 -0.690
N -1.013 -1.577 0.305
N -1.417 -0.402 0.757
N -0.904 0.546 0.009
H 0.705 1.196 1.307
H 0.738 2.104 -0.272
H 1.777 0.639 -0.031
H 0.355 -2.088 -1.255

---

16
Properties=species:S:1:pos:R:3 method="wB97M-V/def2-TZVPD" smiles="C[C@H]1C=CN=CC1" spin_multiplicity=1 de_lowest_kcal_mol=56.85 lumo_energy_ev=0.92 total_charge=0
C 1.949 -0.313 0.107
C 0.522 -0.089 -0.451
C -0.307 -1.290 -0.154
C -1.608 -1.197 0.128
N -2.271 -0.009 -0.034
C -1.606 1.055 0.014
C -0.084 1.220 0.051
H 2.060 -0.067 1.243
H 2.626 0.342 -0.391
H 2.157 -1.275 0.101
H 0.482 0.144 -1.476
H 0.349 -2.103 -0.136
H -2.364 -1.899 0.355
H -2.087 1.933 -0.134
H 0.115 1.353 1.190
H 0.067 2.194 -0.411

---

19
Properties=species:S:1:pos:R:3 method="wB97M-V/def2-TZVPD" s2=0.753 spin_multiplicity=2 lumo_energy_ev="-5.91 / -9.22" total_charge=+1
Cu 1.596 0.403 -2.542
Cl 2.401 -0.881 -0.552
F 0.226 1.050 -1.016
C -0.952 1.421 -0.440
C -1.122 1.375 0.937
C -2.288 1.792 1.560
C -3.344 2.262 0.772
C -3.199 2.293 -0.593
C -2.011 1.879 -1.188
H -0.395 0.899 1.579
H -2.339 1.843 2.637
H -4.299 2.531 1.197
H -4.001 2.618 -1.239
H -1.920 1.929 -2.263
C 4.318 -4.128 0.248
Cl 5.759 -4.683 1.152
Cl 2.863 -4.930 0.868
Cl 4.554 -4.618 -1.460
H 4.153 -3.055 0.344

---

10
Properties=species:S:1:pos:R:3 method="wB97M-V/def2-TZVPD" smiles="C1=NOCON1" spin_multiplicity=1 de_lowest_kcal_mol=125.31 lumo_energy_ev=0.77 total_charge=0
C 1.203 0.330 0.383
N 1.313 -0.550 -0.556
O 0.236 -0.807 -1.326
C -0.981 -0.576 -0.600
O -0.953 0.789 -0.268
N 0.116 1.120 0.595
H 2.066 0.649 1.009
H -0.825 -1.104 0.402
H -1.854 -0.888 -1.163
H -0.320 1.037 1.524

---

9
Properties=species:S:1:pos:R:3 method="wB97M-V/def2-TZVPD" spin_multiplicity=1 de_lowest_kcal_mol=49.56 lumo_energy_ev=-0.23 total_charge=0
C 1.471 0.056 0.480
C -0.195 0.556 -0.636
S 2.382 -1.145 0.030
S -2.149 -1.589 0.048
S -1.637 0.365 0.356
H 1.535 0.689 1.348
H -0.012 1.597 -0.850
H -0.135 -0.115 -1.477
H -1.553 -2.125 1.119

---

58
Properties=species:S:1:pos:R:3 method="wB97M-V/def2-TZVPD" spin_multiplicity=1 de_lowest_kcal_mol=78.04 lumo_energy_ev=-2.95 total_charge=0
C 2.319 -0.741 -1.008
C 1.957 0.388 -2.154
C 1.419 1.765 -1.481
O 2.131 2.258 -0.497
O 0.247 2.509 -1.848
C -0.845 1.676 -2.347
C -1.372 0.662 -1.203
C -2.726 -0.139 -1.566
C -2.774 -1.161 -2.808
B -1.391 -1.720 -3.467
O -0.728 -2.941 -2.998
O -0.729 -1.078 -4.603
O -3.291 -2.380 -2.133
C -4.199 -2.012 -1.062
O -5.407 -2.480 -0.839
C -3.311 -0.912 -0.254
P -2.114 -1.995 0.715
P -1.195 -0.647 2.222
O -1.994 0.666 2.128
O -1.333 -1.463 3.717
O 0.463 -0.319 1.850
H 2.464 -0.253 0.021
H 3.321 -1.312 -1.248
H 1.480 -1.519 -1.016
H 1.236 -0.114 -2.887
H 2.961 0.579 -2.707
H -1.757 2.338 -2.632
H -0.514 1.167 -3.319
H -1.634 1.331 -0.286
H -0.534 -0.049 -0.813
H -3.577 0.615 -1.820
H -3.566 -0.743 -3.537
H -0.501 -2.866 -2.041
H 0.239 -1.286 -4.572
H -3.901 -0.253 0.495
H -1.005 -2.406 -0.083
H -1.756 -2.348 3.546
H 0.857 -0.079 2.738
Na 3.068 3.015 -2.239
N 2.772 3.399 5.133
C 1.609 2.846 5.606
C 0.971 2.238 4.552
C 1.781 2.426 3.403
C 2.887 3.144 3.793
H 3.439 3.913 5.686
H 1.338 2.935 6.648
H 0.026 1.714 4.603
H 1.578 2.074 2.401
H 3.746 3.496 3.231
O 3.023 -3.071 -0.854
H 3.470 -3.913 -0.769
Na -1.691 -4.552 0.619
Cl 0.944 -3.024 0.780
O 4.906 4.030 1.571
H 4.083 3.729 1.207
Al 4.263 -2.217 -2.759
Br -6.209 -0.890 -0.314
F -4.943 -4.027 -2.499

---

6
Properties=species:S:1:pos:R:3 method="wB97M-V/def2-TZVPD" smiles="O=C=O.N=O" spin_multiplicity=1 de_lowest_kcal_mol=5.84 lumo_energy_ev=-0.94 total_charge=0
O -1.318 1.136 -0.154
C -1.346 0.191 0.519
O -1.511 -0.674 1.273
N 0.983 -0.166 -0.358
O 1.885 -0.893 0.032
H 1.307 0.407 -1.312

---

54
Properties=species:S:1:pos:R:3 method="wB97M-V/def2-TZVPD" spin_multiplicity=1 lumo_energy_ev=3.54 total_charge=-2
Cs -0.631 2.044 0.343
N 2.076 -1.461 1.721
P 2.899 0.068 1.907
C 4.056 -0.386 3.277
C 4.156 -1.662 3.822
C 5.042 -1.921 4.861
C 5.843 -0.908 5.364
C 5.750 0.371 4.828
C 4.855 0.629 3.802
C 4.022 -0.068 0.486
C 4.800 -1.202 0.263
C 5.528 -1.320 -0.910
C 5.474 -0.307 -1.864
C 4.711 0.827 -1.639
C 3.990 0.948 -0.459
C 0.984 -1.792 2.488
C 0.729 -1.171 3.725
C -0.392 -1.554 4.430
C -1.233 -2.536 3.920
C -0.882 -3.095 2.702
N 0.191 -2.752 2.001
H 1.946 -1.726 0.746
H 3.537 -2.454 3.421
H 5.105 -2.921 5.274
H 6.537 -1.111 6.171
H 6.372 1.170 5.212
H 4.780 1.631 3.394
H 4.813 -2.006 0.991
H 6.111 -2.214 -1.098
H 5.995 -0.425 -2.806
H 4.586 1.580 -2.406
H 3.315 1.791 -0.355
H 1.384 -0.401 4.108
H -0.613 -1.076 5.378
H -2.128 -2.854 4.435
H -1.506 -3.862 2.255
S -1.546 1.814 -2.730
As 0.636 1.462 -2.584
S 1.499 3.264 -1.640
S 0.871 -0.247 -1.183
S 1.557 0.988 -4.460
C -3.993 -4.019 -0.678
N -3.209 -3.035 -1.374
C -1.965 -3.271 -1.952
C -1.545 -2.096 -2.460
N -2.535 -1.177 -2.216
C -3.554 -1.732 -1.532
S -4.990 -0.987 -0.984
H -4.204 -4.870 -1.329
H -4.927 -3.545 -0.379
H -3.466 -4.372 0.211
H -1.488 -4.231 -1.899
H -0.623 -1.798 -2.929
H -2.390 -0.164 -2.388

---

| no. | molecular weight (g mol⁻¹) |
| --- | --- |
| 1 | 84.08 |
| 2 | 95.14 |
| 3 | 314.48 |
| 4 | 88.07 |
| 5 | 124.26 |
| 6 | 650.41 |
| 7 | 75.02 |
| 8 | 728.56 |